Record 1
# C4H5NS2

A molecular structure, C4H5NS2 in a non-equilibrium geometry (the ωB97M-V functional and the def2-TZVPD basis, the Open Molecules 2025 dataset).

Each line ends with the natural charge from an NBO analysis.
Atoms and positions in Å:
1 C 1.9293 -0.5571 -0.7487  -0.459
2 C -0.4031 -0.4711 0.6575  -0.632
3 C -1.7051 0.2105 0.2307  -0.529
4 C -0.9359 1.3049 -0.4499  0.252
5 H 2.5964 -0.7816 -1.5731  0.234
6 H 0.3252 0.4115 1.0357  0.309
7 H -0.3837 -1.3553 1.6776  0.246
8 H -2.2216 0.4840 1.1779  0.274
9 H -2.2847 -0.5167 -0.5941  0.267
10 N -0.0100 1.9933 -1.0476  -0.309
11 S 2.7040 0.6165 0.2688  -0.047
12 S 0.3892 -1.3389 -0.6346  0.393

As for the spin multiplicity: 1. The HOMO energy is -8.76 eV. The orbital gap comes out at 8.30 eV. As for the charge: 0. The calculation puts the LUMO energy at -0.45 eV.



Record 2
# C3H6N2O

C3H6N2O in the gas phase in a non-equilibrium geometry (the ωB97M-V functional and the def2-TZVPD basis, the Open Molecules 2025 dataset).

Each line ends with the natural charge from an NBO analysis.
Atoms and positions in Å:
1 H 0.9404 -1.9932 -0.4332  0.346
2 N 0.8055 -1.2996 0.2956  -0.636
3 C 1.4594 -0.2427 0.0697  0.262
4 N 1.0241 0.9358 0.7257  -0.712
5 C -0.3354 1.1529 0.0439  0.711
6 C -1.3089 -0.1459 -0.2965  -0.726
7 O -0.6724 2.2680 -0.2385  -0.497
8 H 2.1721 -0.0817 -0.7453  0.163
9 H 0.8002 0.6669 1.6880  0.387
10 H -1.9690 0.2828 -1.0367  0.223
11 H -1.0646 -1.1530 -0.6978  0.240
12 H -1.8515 -0.3903 0.6252  0.239

Its SMILES is [H]/N=C/NC(C)=O. As for the spin multiplicity: 1. The HOMO energy is -10.22 eV. The orbital gap comes out at 10.89 eV. As for the charge: 0. The calculation puts the LUMO energy at 0.66 eV.



Record 3
# C37H74BF3N2O8

6 unconnected molecules or ions with the total composition C37H74BF3N2O8 in a non-equilibrium geometry (the ωB97M-V functional and the def2-TZVPD basis, the Open Molecules 2025 dataset).

Each line ends with the Mulliken charge.
Atoms and positions in Å:
1 C -1.6401 -4.3722 1.9019  -1.460
2 C -0.4255 -4.2211 0.9931  0.474
3 C 0.6729 -3.3541 1.5881  -0.099
4 C 0.4032 -1.8475 1.4684  -0.853
5 C 0.5682 -1.4025 0.0499  0.661
6 C 1.7212 -0.9986 -0.5176  1.401
7 B 3.0970 -0.9442 0.2485  0.560
8 N 4.1265 -0.0459 -0.2360  -0.400
9 O 3.3735 -1.7510 1.3567  -0.711
10 C 1.6183 -0.6010 -1.9537  -0.422
11 O 2.2023 0.3513 -2.4289  -0.656
12 C 0.7106 -1.4525 -2.7819  0.467
13 C 1.1776 -1.7329 -4.1669  -1.294
14 C 2.6011 -2.3768 -4.2029  -0.238
15 C 2.5668 -3.7495 -4.7857  0.059
16 F 2.6467 -3.8662 -6.1276  -0.315
17 C 2.4956 -4.8452 -4.0251  0.217
18 F 2.0597 -4.7824 -2.7537  -0.099
19 F 2.8460 -6.0722 -4.4123  -0.261
20 C -0.4312 -1.8792 -2.2285  -0.041
21 C -1.4469 -2.7607 -2.8889  -1.120
22 C -2.9008 -2.2257 -2.8967  -0.500
23 C -3.8681 -3.1438 -2.1736  -1.037
24 N -3.5203 -3.3033 -0.7560  -0.273
25 C -0.6635 -1.4224 -0.8172  -0.088
26 O -1.7360 -1.0509 -0.3955  -0.511
27 H -2.2357 -5.2115 1.5545  0.389
28 H -1.3220 -4.5956 2.9155  0.396
29 H -2.2909 -3.5057 1.8775  0.282
30 H -0.0075 -5.2153 0.8461  0.469
31 H -0.7655 -3.8949 0.0118  -0.501
32 H 0.7324 -3.5886 2.6481  -0.532
33 H 1.6325 -3.5808 1.1379  0.529
34 H 0.9687 -1.2574 2.1746  0.203
35 H -0.6460 -1.6986 1.7238  0.627
36 H 4.9654 -0.2105 0.3146  0.220
37 H 4.3816 -0.3696 -1.1661  0.196
38 H 3.2874 -1.2413 2.1661  0.183
39 H 0.5039 -2.3457 -4.7461  0.452
40 H 1.2409 -0.7774 -4.6846  0.436
41 H 3.1990 -1.8008 -4.9008  0.332
42 H 3.0713 -2.4095 -3.2306  0.289
43 H -1.1716 -3.0285 -3.8990  0.324
44 H -1.4741 -3.6922 -2.3227  0.362
45 H -2.9673 -1.2019 -2.5524  0.180
46 H -3.2382 -2.2317 -3.9317  0.431
47 H -4.8637 -2.7049 -2.2678  0.394
48 H -3.8511 -4.1337 -2.6164  0.440
49 H -4.0751 -4.0337 -0.3314  0.254
50 H -3.7513 -2.4483 -0.2697  0.072
51 C 0.9799 -2.8900 6.9070  -1.217
52 C 1.6183 -2.9738 5.5310  -0.221
53 O 1.5436 -1.7675 4.7923  -0.232
54 C 2.1920 -0.6478 5.3666  -0.444
55 C 3.6905 -0.8315 5.5454  -1.112
56 H -0.0407 -2.5132 6.8308  0.328
57 H 0.9565 -3.8762 7.3706  0.397
58 H 1.5310 -2.2227 7.5716  0.288
59 H 1.0890 -3.7151 4.9325  0.267
60 H 2.6572 -3.3138 5.6061  0.294
61 H 1.7195 -0.3749 6.3162  0.400
62 H 2.0086 0.1783 4.6777  0.351
63 H 3.9206 -1.5901 6.2946  0.289
64 H 4.1481 0.1033 5.8696  0.422
65 H 4.1557 -1.1437 4.6082  0.252
66 C -4.6520 2.7845 -1.6394  -1.011
67 C -4.0309 3.7507 -0.6440  -0.217
68 O -3.3910 3.1133 0.4458  -0.477
69 C -2.3065 2.2641 0.1133  0.254
70 C -1.1618 2.9815 -0.5782  -1.294
71 H -5.3088 2.0785 -1.1269  0.199
72 H -5.2343 3.3314 -2.3816  0.456
73 H -3.8938 2.2074 -2.1708  0.208
74 H -4.8149 4.3670 -0.2013  0.380
75 H -3.3405 4.4332 -1.1527  0.250
76 H -2.6528 1.4174 -0.4883  0.023
77 H -1.9550 1.8498 1.0591  0.332
78 H -1.4512 3.3369 -1.5698  0.181
79 H -0.3093 2.3109 -0.6999  0.394
80 H -0.8456 3.8496 0.0024  0.358
81 C 8.8977 -2.0375 -0.6561  -1.020
82 C 8.7128 -0.5300 -0.6031  -0.339
83 O 7.8175 -0.0986 0.4045  -0.396
84 C 8.1837 -0.4100 1.7361  -0.237
85 C 9.4961 0.2169 2.1743  -1.158
86 H 7.9305 -2.5382 -0.7194  0.248
87 H 9.4933 -2.3129 -1.5266  0.397
88 H 9.4088 -2.4161 0.2303  0.265
89 H 8.2801 -0.1855 -1.5425  0.338
90 H 9.6798 -0.0257 -0.4985  0.300
91 H 8.2038 -1.4955 1.8851  0.352
92 H 7.3749 -0.0228 2.3568  0.281
93 H 10.3476 -0.2063 1.6393  0.275
94 H 9.6573 0.0469 3.2391  0.393
95 H 9.4876 1.2913 1.9872  0.308
96 C -2.7756 6.7485 -5.6122  -1.112
97 C -2.6382 6.5233 -4.1157  -0.364
98 O -2.0078 5.3035 -3.7756  -0.321
99 C -0.6765 5.1443 -4.2348  -0.314
100 C 0.2890 6.1783 -3.6817  -1.139
101 H -3.2549 5.8897 -6.0839  0.306
102 H -3.3776 7.6366 -5.8052  0.400
103 H -1.8064 6.8923 -6.0922  0.264
104 H -3.6299 6.4735 -3.6651  0.311
105 H -2.1209 7.3670 -3.6449  0.345
106 H -0.6440 5.1294 -5.3300  0.350
107 H -0.3688 4.1538 -3.8987  0.293
108 H 0.0761 7.1788 -4.0622  0.289
109 H 1.3114 5.9274 -3.9644  0.412
110 H 0.2241 6.2171 -2.5936  0.291
111 C -5.4229 1.4861 2.5544  -0.500
112 C -6.7965 0.9572 2.1810  -0.413
113 O -7.7406 0.9987 3.2367  -0.442
114 C -8.0296 2.2845 3.7490  -0.312
115 C -8.6299 3.2338 2.7253  -0.932
116 H -5.0553 0.9887 3.4540  0.345
117 H -4.7180 1.3152 1.7427  -0.042
118 H -5.4397 2.5584 2.7519  0.237
119 H -6.7177 -0.0948 1.9043  0.307
120 H -7.1843 1.4849 1.3014  0.270
121 H -7.1367 2.7254 4.2064  0.287
122 H -8.7467 2.1212 4.5540  0.353
123 H -7.9132 3.4960 1.9453  0.162
124 H -8.9454 4.1589 3.2090  0.391
125 H -9.4945 2.7773 2.2417  0.283

Its SMILES is CCCCC1=C(B(N)O)C(=O)C(CCC(F)=C(F)F)=C(CCCN)C1=O.CCOCC.CCOCC.CCOCC.CCOCC.CCOCC. As for the spin multiplicity: 1. The HOMO energy is -9.03 eV. The orbital gap comes out at 8.55 eV. As for the charge: 0. The calculation puts the LUMO energy at -0.49 eV.



Record 4
# C3H8F2N2

2 unconnected molecules or ions with the total composition C3H8F2N2 in a non-equilibrium geometry (the ωB97M-V functional and the def2-TZVPD basis, the Open Molecules 2025 dataset).

Each line ends with the Löwdin spin population.
Atoms and positions in Å:
1 C 1.0874 -1.0512 -1.2968  0.645
2 C -1.7737 -0.2527 0.5830  0.016
3 C 1.4949 0.3617 0.5201  0.610
4 N 1.2417 0.1074 -0.7566  0.344
5 N -1.4480 1.1767 0.4756  0.031
6 F 2.3377 -0.5572 1.0659  0.125
7 F 2.0136 1.6759 0.7444  0.121
8 H 1.2907 -2.0025 -0.8637  0.049
9 H -0.6738 1.2122 -0.1274  0.003
10 H 0.4422 -1.2227 -2.2710  0.033
11 H -1.5640 -0.6482 1.5612  0.002
12 H -2.8191 -0.3504 0.4082  0.001
13 H -1.2039 -0.9390 -0.1145  0.011
14 H 0.8152 0.8364 -1.2959  0.007
15 H -1.2409 1.6536 1.3674  0.002

As for the spin multiplicity: 3. The HOMO energy (alpha / beta) is -6.63 / -9.40 eV. The orbital gap (alpha / beta) comes out at 7.52 / 8.56 eV. As for the charge: 0. The calculation puts the LUMO energy (alpha / beta) at 0.88 / -0.84 eV.



Record 5
# C22H27BrN3O2PbS

A molecular structure, C22H27BrN3O2PbS (the ωB97M-V functional and the def2-TZVPD basis, the Open Molecules 2025 dataset).

Each line ends with the natural charge from an NBO analysis.
Atoms and positions in Å:
1 Pb 2.3818 -2.4399 0.4809  1.290
2 N 5.4154 -0.9180 3.6297  -0.727
3 C 4.3224 -1.2272 2.9327  0.300
4 S 4.2376 -0.6825 1.2927  -0.309
5 N 3.3910 -1.8873 3.6121  -0.351
6 N 2.3318 -2.3600 2.9790  -0.309
7 C 1.3939 -2.7720 3.8165  0.096
8 C 0.1701 -3.3979 3.5328  -0.174
9 C -0.6344 -3.7336 4.6546  -0.164
10 C -1.7920 -4.4369 4.5244  -0.203
11 C -2.2168 -4.8766 3.2391  -0.142
12 C -1.5024 -4.5705 2.1296  -0.292
13 C -0.3090 -3.7672 2.1998  0.551
14 O 0.2524 -3.4199 1.1316  -0.704
15 H 6.1492 -0.3749 3.2125  0.420
16 H 5.4938 -1.2142 4.5895  0.418
17 H 1.6111 -2.6145 4.8708  0.206
18 H -0.2970 -3.4243 5.6359  0.223
19 H -2.3829 -4.6758 5.3977  0.231
20 H -3.1244 -5.4604 3.1562  0.230
21 H -1.8193 -4.8874 1.1453  0.231
22 C -2.5134 2.1362 -4.2994  -0.594
23 C -0.9777 2.2103 -4.3768  -0.108
24 C -0.5187 3.6805 -4.3115  -0.592
25 C -0.5322 1.6164 -5.7152  -0.610
26 C -0.3807 1.4806 -3.1947  0.159
27 C 0.5740 0.4609 -3.3476  -0.260
28 C 1.0692 -0.1654 -2.2432  -0.093
29 Br 2.3683 -1.5335 -2.5147  0.131
30 C 0.6651 0.1431 -0.8944  0.466
31 O 1.0805 -0.4833 0.1135  -0.649
32 C -0.2750 1.2494 -0.7477  0.008
33 C -0.7540 1.8450 -1.8835  -0.183
34 C -0.6979 1.7181 0.6384  -0.091
35 C -1.6628 2.9055 0.5758  -0.609
36 C -1.4093 0.5732 1.3846  -0.602
37 C 0.5536 2.1722 1.4168  -0.604
38 H -2.9405 2.6900 -5.1356  0.226
39 H -2.9058 2.5650 -3.3779  0.210
40 H -2.8484 1.0997 -4.3659  0.217
41 H -0.9390 4.2242 -5.1580  0.227
42 H 0.5692 3.7443 -4.3661  0.217
43 H -0.8468 4.1692 -3.3937  0.212
44 H -1.0274 2.1544 -6.5228  0.231
45 H -0.8075 0.5632 -5.7975  0.215
46 H 0.5443 1.7170 -5.8645  0.213
47 H 0.9270 0.1584 -4.3219  0.251
48 H -1.4592 2.6540 -1.7721  0.227
49 H -2.5970 2.6530 0.0701  0.212
50 H -1.2141 3.7722 0.0864  0.213
51 H -1.9103 3.1971 1.5960  0.228
52 H -2.2677 0.2162 0.8117  0.213
53 H -1.7722 0.9370 2.3466  0.219
54 H -0.7366 -0.2625 1.5634  0.223
55 H 1.0671 2.9710 0.8776  0.213
56 H 1.2495 1.3501 1.5687  0.227
57 H 0.2539 2.5585 2.3917  0.219

As for the spin multiplicity: 1. The HOMO energy (alpha / beta) is -10.70 / -10.92 eV. The orbital gap (alpha / beta) comes out at 5.37 / 5.77 eV. As for the charge: +1. The calculation puts the LUMO energy (alpha / beta) at -5.33 / -5.15 eV.



Record 6
# C3H7NO2

2 unconnected molecules or ions with the total composition C3H7NO2 in a non-equilibrium geometry (the ωB97M-V functional and the def2-TZVPD basis, the Open Molecules 2025 dataset).

Each line ends with the natural charge from an NBO analysis.
Atoms and positions in Å:
1 C -0.7209 0.0963 -1.6182  -0.490
2 C -1.1893 0.5224 -0.4015  -0.014
3 N -0.4060 1.1077 0.5944  -0.852
4 H -1.4189 -0.4432 -2.2479  0.219
5 H 0.2562 0.4023 -1.9823  0.198
6 H -2.2219 0.2564 -0.1227  0.203
7 H 0.4270 1.5739 0.2329  0.380
8 H -0.8849 1.8461 1.0979  0.388
9 O 2.6067 -1.8595 0.6420  -0.564
10 C 1.5772 -1.2060 0.6820  0.643
11 O 0.5755 -1.3652 1.6178  -0.703
12 H 1.3550 -0.4049 -0.0468  0.088
13 H 0.0443 -0.5261 1.5523  0.504

Its SMILES is C=CN.O=CO. As for the spin multiplicity: 1. The HOMO energy is -9.45 eV. The orbital gap comes out at 10.07 eV. As for the charge: 0. The calculation puts the LUMO energy at 0.61 eV.